[1]
DFT (ωB97M-V with the def2-TZVPD basis set) results for a molecular structure, C8H12FN at a distorted geometry.

The geometry in XYZ format:
```
22
C8H12FN (ωB97M-V with the def2-TZVPD basis set)
C 0.45 -1.55 0.84
C 2.60 -0.56 -0.69
C 1.53 0.21 -0.42
C -2.09 -0.90 -0.28
C -1.04 1.14 -1.43
C 0.59 0.66 2.05
C -1.11 0.30 -0.10
C 0.27 -0.25 0.31
N 0.78 -2.54 1.30
F 1.63 1.51 -0.81
H 3.42 -0.24 -1.20
H 2.59 -1.61 -0.41
H -2.92 -0.54 -0.71
H -2.40 -1.23 0.65
H -1.69 -1.68 -0.92
H -0.46 2.09 -1.38
H -1.96 1.33 -1.83
H -0.65 0.53 -2.16
H 1.60 0.85 1.67
H 0.26 -0.16 2.66
H 0.06 1.68 2.18
H -1.45 0.95 0.69
```

Calculated values
Energy relative to the best compared isomer or geometry (same formula, charge and spin) = 71.3 kcal per mole
Calculated total energy = -12694.4842 eV
LUMO energy = 0.0251 Ha

***

[2]
DFT (ωB97M-V with the def2-TZVPD basis set) results for a single C8H12FNO4 molecule at a distorted geometry.

The geometry in XYZ format:
```
26
C8H12FNO4 (ωB97M-V with the def2-TZVPD basis set)
F -0.81 2.06 -2.05
N 1.55 -1.72 -0.26
O -3.56 1.45 0.14
O 1.02 -0.52 1.56
O 0.42 -0.58 -2.80
O -1.29 0.18 1.02
C 1.91 -1.29 0.90
C 3.25 -1.55 1.48
C -2.37 2.26 0.33
C -0.23 -0.80 0.98
C -0.97 0.94 -1.31
C 0.17 -1.18 -0.47
C 0.26 -0.03 -1.48
C -1.12 1.33 0.17
H -3.40 0.60 0.60
H 1.16 -1.24 -2.81
H 4.00 -1.35 0.70
H 3.41 -0.92 2.38
H 3.34 -2.64 1.75
H -2.31 3.06 -0.41
H -2.35 2.68 1.33
H -0.58 -1.69 1.51
H -1.89 0.44 -1.65
H -0.50 -1.96 -0.83
H 1.14 0.57 -1.21
H -0.24 1.90 0.43
```

Calculated values
Energy relative to the best compared isomer or geometry (same formula, charge and spin) = 1.5 kcal per mole
SMILES = CC1=N[C@H]2[C@@H](O1)O[C@H](CO)[C@@H](F)[C@@H]2O
Calculated total energy = -20887.2117 eV
LUMO energy = 0.0255 Ha

***

[3]
DFT (ωB97M-V with the def2-TZVPD basis set) results for a gas-phase ion, C8H12FO7S (charge -1) at a distorted geometry.

The geometry in XYZ format:
```
29
C8H12FO7S (ωB97M-V with the def2-TZVPD basis set)
C 0.03 2.61 1.05
O 0.63 1.46 0.43
C 0.02 0.22 0.40
C -0.74 -0.11 -0.92
O -1.34 -1.16 -1.06
O -0.63 0.80 -1.88
C -1.13 0.36 -3.16
C -1.05 -0.01 1.50
O -2.23 0.22 1.28
O -0.56 -0.36 2.69
C -1.50 -0.47 3.77
H 0.75 3.41 0.85
H -0.95 2.81 0.61
H -0.09 2.50 2.14
H -0.78 1.10 -3.88
H -0.76 -0.64 -3.42
H -2.22 0.35 -3.10
H -0.97 -0.26 4.69
H -2.32 0.23 3.65
H -1.89 -1.49 3.81
F 3.52 -1.01 -2.76
S 2.34 -1.84 -2.00
C 1.79 -0.64 -0.94
C 1.11 -0.86 0.33
O 1.40 -2.06 -3.06
O 3.02 -2.92 -1.36
H 2.16 0.34 -1.19
H 1.81 -0.77 1.19
H 0.58 -1.82 0.35
```

Calculated values
SMILES = COC(=O)C(CC=[S@](=O)([O-])F)(OC)C(=O)OC
Calculated total energy = -36375.1320 eV
LUMO energy = 0.1047 Ha
Net charge = -1

***

[4]
DFT (ωB97M-V with the def2-TZVPD basis set) results for a molecular structure, C8H12FeO6 at a distorted geometry.

The geometry in XYZ format:
```
27
C8H12FeO6 (ωB97M-V with the def2-TZVPD basis set)
O -2.60 -0.12 0.74
Fe -3.69 3.06 1.27
O -1.98 1.86 1.53
C -1.74 0.69 1.29
O -0.54 0.12 1.48
C 0.52 0.89 1.88
C -2.19 -1.43 0.26
C -3.37 -2.08 -0.41
H -1.35 -1.29 -0.44
H -1.83 -2.00 1.12
H -3.71 -1.49 -1.27
H -3.05 -3.06 -0.78
H -4.19 -2.22 0.29
C 1.70 0.20 2.05
H 2.52 0.70 2.57
H 1.66 -0.89 1.96
C 1.41 1.58 0.55
C 1.48 1.06 -0.87
O 2.58 0.15 -1.01
C 2.79 -0.35 -2.22
O 2.12 -0.13 -3.20
O 3.95 -0.99 -2.21
H 0.79 2.48 0.44
H 2.34 2.08 0.83
H 1.63 1.89 -1.57
H 0.55 0.55 -1.17
H 4.20 -1.22 -3.11
```

Calculated values
Energy relative to the best compared isomer or geometry (same formula, charge and spin) = 62.2 kcal per mole
Spin multiplicity = 5
⟨S²⟩ = 6.02
Calculated total energy = -55154.9400 eV
LUMO energy (spin up / spin down) = 0.0017 / 0.0011 Ha

***

[5]
DFT (ωB97M-V with the def2-TZVPD basis set) results for a molecular structure, C8H12GaN4O7P2S at a distorted geometry.

The geometry in XYZ format:
```
35
C8H12GaN4O7P2S (ωB97M-V with the def2-TZVPD basis set)
Ga 1.64 4.29 12.93
C 1.96 7.83 15.39
C 2.15 6.55 14.67
N 1.59 6.29 13.50
N 0.55 7.09 13.04
C -0.24 6.56 12.05
N -1.51 6.97 11.90
S 0.51 5.41 11.00
C 3.02 5.51 15.17
C 3.72 5.49 16.41
C 4.62 4.45 16.65
C 4.67 3.37 15.77
C 3.86 3.39 14.65
N 3.07 4.42 14.35
H 1.62 8.58 14.67
H 2.92 8.19 15.76
H 1.28 7.75 16.22
H 0.30 7.96 13.53
H -1.92 7.52 12.66
H -2.14 6.38 11.33
H 3.61 6.29 17.15
H 5.24 4.47 17.55
H 5.26 2.45 15.91
H 3.90 2.53 13.97
O 1.28 0.37 12.33
P 1.01 1.77 11.54
O 1.10 1.66 10.09
O 2.08 2.68 12.23
O -0.46 2.23 11.99
P -1.00 2.94 13.35
O -1.16 1.74 14.42
O -2.24 3.61 12.95
O 0.22 3.74 13.93
H 1.28 -0.33 11.61
H -2.12 1.57 14.66
```

Calculated values
Calculated total energy = -110575.6574 eV
LUMO energy = -0.1943 Ha
Net charge = +1

***

[6]
DFT (ωB97M-V with the def2-TZVPD basis set) results for a molecular structure, C8H12IrN2P at a distorted geometry.

The geometry in XYZ format:
```
24
C8H12IrN2P (ωB97M-V with the def2-TZVPD basis set)
C -0.71 -1.55 -1.24
C -1.24 -0.45 -1.96
C -0.41 0.62 -2.32
C 0.94 0.55 -1.93
C 1.41 -0.61 -1.23
Ir -0.25 0.26 -0.35
P 0.93 -2.24 -1.81
H -1.44 -2.25 -0.83
H -2.30 -0.38 -2.19
H -0.78 1.49 -2.86
H 2.40 -0.53 -0.77
H 1.59 1.41 -2.07
H 2.32 -2.68 -1.95
H 0.56 -2.25 -3.17
H 0.66 -3.43 -1.04
N -0.31 0.15 2.57
C -0.41 0.85 3.72
C -0.51 2.19 3.39
C -0.44 2.26 1.99
N -0.35 0.98 1.52
H -0.17 -0.85 2.45
H -0.43 0.34 4.68
H -0.62 3.01 4.07
H -0.42 3.12 1.33
```

Calculated values
Energy relative to the best compared isomer or geometry (same formula, charge and spin) = 86.3 kcal per mole
Spin multiplicity = 5
⟨S²⟩ = 6.02
Calculated total energy = -23587.5496 eV
LUMO energy (spin up / spin down) = 0.0214 / -0.0705 Ha

***

[7]
DFT (ωB97M-V with the def2-TZVPD basis set) results for a single C8H12N2O molecule at a distorted geometry.

The geometry in XYZ format:
```
23
C8H12N2O (ωB97M-V with the def2-TZVPD basis set)
C 2.21 -0.02 -0.01
C 0.10 -2.74 0.92
C -2.38 0.48 -0.96
C -0.61 -1.71 0.42
C -1.12 -0.03 -1.22
C 0.15 0.71 0.76
C -0.04 -0.42 -0.20
C 0.06 2.13 0.16
N 1.57 0.49 1.16
N 1.22 -0.70 -0.78
O 3.38 -0.04 -0.17
H -0.24 -3.70 1.09
H 1.15 -2.61 0.86
H -2.91 0.72 -1.87
H -2.85 0.78 -0.06
H -1.69 -1.91 0.40
H -0.88 -0.33 -2.17
H -0.62 0.63 1.57
H 0.57 2.15 -0.78
H 0.68 2.89 0.81
H -1.01 2.48 0.13
H 1.90 1.26 1.69
H 1.36 -0.52 -1.77
```

Calculated values
Energy relative to the best compared isomer or geometry (same formula, charge and spin) = 0.0 kcal per mole
Spin multiplicity = 3
⟨S²⟩ = 2.01
Calculated total energy = -13512.6963 eV
LUMO energy (spin up / spin down) = 0.0302 / -0.0849 Ha

***

[8]
DFT (ωB97M-V with the def2-TZVPD basis set) results for 2 unconnected molecules or ions with the total composition C8H12N2O2 at a distorted geometry.

The geometry in XYZ format:
```
24
C8H12N2O2 (ωB97M-V with the def2-TZVPD basis set)
C -0.22 0.97 2.21
C -0.45 2.41 2.35
C -0.18 0.89 0.75
C 0.44 -2.54 0.85
C -0.93 -2.48 0.20
C 0.49 -1.13 -0.91
C 1.16 -0.62 -2.20
C -0.28 2.57 -1.11
N -0.63 3.05 1.23
N -0.37 2.13 0.26
O 1.31 -1.65 0.07
O -0.75 -1.65 -0.90
H -0.21 0.11 2.83
H -0.56 2.98 3.23
H 0.59 -2.26 1.79
H 0.92 -3.50 0.92
H -1.36 -3.48 -0.18
H -1.72 -2.20 0.89
H 2.06 -0.13 -2.08
H 0.47 -0.05 -2.82
H 1.27 -1.53 -2.95
H -1.14 3.35 -1.28
H 0.70 2.93 -1.28
H -0.60 1.83 -1.85
```

Calculated values
Energy relative to the best compared isomer or geometry (same formula, charge and spin) = 2.5 kcal per mole
Spin multiplicity = 3
⟨S²⟩ = 2.01
Calculated total energy = -15558.4223 eV
LUMO energy (spin up / spin down) = 0.0322 / -0.0450 Ha

***

Q: The highest calculated total energy belongs to which entry?
A: C8H12FN